# 1
Computed, not measured: 2 unconnected molecules or ions with the total composition C17H33N5O, with ωB97M-V with the def2-TZVPD basis set.

Positions of all 56 atoms, in Å:
H  6.022  -2.255  -0.460
H  5.345  -3.714  -1.215
N  2.163  -0.298  -3.491
H  3.025  -2.919  -0.430
H  -2.588  -1.852  2.456
H  -1.264  -2.614  -2.968
N  -3.120  -1.247  -2.304
H  -1.054  -1.926  0.174
H  4.273  0.724  0.183
N  -0.521  2.477  -2.232
H  -4.436  -2.321  1.181
H  -0.482  5.563  0.579
H  -3.297  4.647  1.614
H  -1.776  0.844  0.285
N  -1.445  -2.794  -1.986
H  4.910  -2.116  -1.820
H  -3.961  -0.864  -1.882
C  -0.244  0.161  -1.050
H  -2.795  4.627  -0.084
C  5.125  -2.688  -0.915
H  0.478  4.698  1.790
C  -1.377  3.721  1.279
C  -1.196  -1.158  0.939
H  1.777  0.390  0.900
C  -2.794  4.055  0.844
C  -0.535  4.967  1.491
H  2.950  -1.380  1.486
H  -1.790  3.409  3.164
H  -0.814  -0.564  -1.642
H  -1.440  -3.790  -1.804
H  -0.476  -1.390  1.730
C  -3.683  -1.792  0.592
C  -0.384  1.467  -1.716
O  -1.385  2.901  2.452
C  -2.603  -1.253  1.543
C  3.805  -1.305  0.802
H  4.697  -1.153  1.419
C  2.169  0.457  -0.118
C  3.603  -0.085  -0.121
H  -2.914  -0.246  1.846
H  4.128  -3.418  0.838
H  2.146  1.513  -0.407
H  3.896  -0.342  -1.143
H  -3.371  3.143  0.688
H  -3.918  -3.399  -0.631
H  -0.910  3.100  0.513
C  1.754  -0.312  -2.424
C  1.226  -0.330  -1.047
C  -0.874  0.230  0.355
C  3.960  -2.648  0.077
N  -3.175  -2.751  -0.395
H  1.208  -1.387  -0.753
H  -0.212  0.777  1.029
C  -2.651  -2.199  -1.614
H  -4.205  -0.950  0.118
H  -0.969  5.588  2.281

Cartesian forces (eV/Å) of the 3 atoms listed first:
H -0.028 -0.123 -0.048
H 0.016 0.078 -0.003
N 0.228 -0.020 -0.549

The charge is 0. The total energy comes out at -27662.044 eV. The orbital gap is 10.277 eV. The SMILES is [H]/N=C(/N)NCCCC[C@@H](C#N)[C@@H](C#N)CCCCC.CC(C)O. For the LUMO energy, the calculation gives 0.534 eV.

# 2
Computed, not measured: a molecular structure, C17H33N6OPPd at a distorted geometry, with ωB97M-V with the def2-TZVPD basis set.

Positions of all 59 atoms, in Å:
C  1.037  0.443  4.926
H  -1.258  -3.419  1.248
H  -1.282  -0.441  5.911
H  -0.981  -4.411  -0.227
H  1.761  1.276  4.780
H  1.552  -3.076  1.504
C  0.335  -0.954  -4.259
H  0.481  1.897  3.053
H  0.796  -2.739  3.886
C  -0.644  2.983  0.627
C  0.504  -1.815  4.432
H  2.560  -2.534  0.120
H  0.308  0.382  -5.936
N  -0.014  0.060  -2.092
H  -2.123  -3.036  -0.283
Pd  0.000  0.000  0.000
H  -0.333  3.373  -2.145
H  -0.161  2.436  -4.514
C  0.211  0.287  -4.848
C  -1.267  -0.225  4.819
H  1.582  -0.062  0.030
H  -1.653  2.319  -1.565
P  0.200  -2.232  -0.359
N  1.445  -0.721  4.128
H  2.099  0.463  2.464
C  -0.043  1.448  -4.062
H  1.075  0.206  6.014
C  -0.562  2.371  -1.732
C  -0.897  -1.110  2.626
H  -1.341  1.558  2.818
H  -0.498  -1.963  2.163
H  -0.661  4.061  0.361
H  1.560  3.711  -0.699
C  -0.160  1.271  -2.690
H  -2.300  -0.265  -1.219
H  -1.676  2.607  0.702
H  -2.664  -0.518  0.261
H  2.006  2.050  -1.253
N  0.011  -0.026  2.221
H  -1.936  -0.908  2.297
C  -0.340  1.153  3.086
H  0.520  -3.252  -2.668
N  0.082  2.194  -0.393
C  1.499  2.627  -0.466
C  0.231  -1.109  -2.828
C  0.344  -2.314  -2.130
H  0.546  -2.076  5.514
C  -1.170  -3.390  0.148
H  -0.143  2.856  1.598
N  -0.868  -1.416  4.065
H  1.724  -4.130  0.050
H  0.527  -1.845  -4.865
O  -2.336  0.173  -0.344
H  1.987  2.422  0.497
N  -0.326  0.854  4.534
C  1.395  -0.373  2.678
H  1.818  -1.182  2.101
C  1.651  -3.087  0.404
H  -2.301  0.087  4.546

Cartesian forces (eV/Å) of the 3 atoms listed first:
C 1.914 1.436 2.060
H 0.021 -0.157 -0.619
H 0.160 0.118 -0.748

The charge is +3. The total energy comes out at -41887.044 eV. The orbital gap (spin up / spin down) is 7.545 / 5.563 eV. For the LUMO energy (spin up / spin down), the calculation gives -8.269 / -13.387 eV. Its expectation value of S² is 8.809. The multiplicity is 6.

# 3
Computed, not measured: a molecular structure, C17H34BrN3O2PtSSi, with ωB97M-V with the def2-TZVPD basis set.

Positions of all 60 atoms, in Å:
H  -1.999  -4.906  -5.539
C  -3.440  1.034  1.845
H  0.679  -4.129  -3.209
Br  -1.752  -1.697  -2.217
C  2.980  -2.280  0.474
S  4.280  -3.204  0.461
H  -4.675  -3.499  -3.535
C  -0.355  -6.182  -1.594
H  -0.415  -6.440  -2.651
C  -3.539  -5.436  0.106
C  -0.079  -4.425  0.139
Pt  0.314  -0.662  0.715
H  -1.709  0.679  -1.124
H  -3.565  1.750  1.040
N  -0.501  -1.157  2.420
H  -3.388  -2.641  -4.380
H  -4.751  -2.559  -1.389
N  2.009  -1.613  0.467
H  -0.834  -5.366  -4.304
H  -4.334  -5.456  0.859
H  -2.666  -6.681  -2.960
H  0.594  -6.576  -1.218
H  -4.266  -5.948  -2.817
H  -5.477  -3.530  -0.105
C  -3.047  -3.072  0.721
H  -0.133  -3.368  0.399
C  -3.795  -3.628  -4.162
H  -3.832  -3.148  1.483
H  -3.612  -6.332  -4.404
H  -0.736  -4.984  0.805
C  -0.385  -4.663  -1.348
H  1.706  -4.477  -1.819
Si  -2.092  -3.945  -1.844
H  -3.492  1.547  2.805
H  -2.994  -2.035  0.391
C  0.767  -4.011  -2.131
N  -1.369  0.385  0.690
H  0.848  -2.946  -1.909
C  -3.350  -5.959  -3.409
O  0.070  -1.981  3.130
H  -3.340  -0.556  4.039
C  -2.145  0.312  1.722
H  -2.390  -2.056  4.070
H  -1.156  -6.707  -1.070
H  -2.102  -3.327  1.196
H  -2.626  -5.782  0.589
H  -3.805  -6.158  -0.668
H  -5.200  -4.245  -1.687
C  -2.735  -4.555  -3.547
C  -4.783  -3.559  -0.952
C  -1.654  -0.585  2.729
H  -4.258  0.310  1.810
H  -1.093  -3.658  -4.683
C  -2.334  -0.968  3.996
C  -3.406  -4.006  -0.444
H  -1.772  -0.620  4.865
C  -1.587  -4.624  -4.564
H  -4.126  -4.067  -5.108
O  -1.731  1.242  -0.333
H  0.946  -4.746  0.344

Cartesian forces (eV/Å) of the 3 atoms listed first:
H 0.002 0.000 0.000
C -0.004 -0.006 0.005
H -0.027 0.000 -0.054

The charge is 0. The total energy comes out at -118747.311 eV. The orbital gap is 7.045 eV. For the LUMO energy, the calculation gives -1.074 eV. The energy relative to the best compared isomer or geometry (same formula, charge and spin) is 78.9 kJ/mol.

# 4
Computed, not measured: a molecular structure, C17H34Cl2NOP2Tm at a distorted geometry, with ωB97M-V with the def2-TZVPD basis set.

Positions of all 58 atoms, in Å:
C  -3.923  1.594  -0.361
H  2.676  -2.212  -1.205
H  -4.359  -0.022  2.134
C  2.471  -1.877  -2.219
C  0.955  -4.164  2.521
C  -2.066  1.268  -4.396
C  2.620  1.072  3.316
C  0.953  0.548  0.998
H  0.684  -4.613  3.476
H  0.226  -4.429  1.758
H  -3.540  2.569  -5.325
H  -1.982  3.111  1.564
C  1.612  0.221  -3.954
C  -0.335  -2.200  3.271
H  1.267  1.255  -4.067
H  -3.522  2.407  -0.982
H  1.681  -2.488  3.415
C  -3.471  -0.394  1.618
C  2.462  -0.212  2.807
C  3.298  0.807  -1.660
H  0.686  2.675  1.066
C  1.377  -1.923  1.449
C  -2.386  2.193  2.012
H  -3.782  -1.165  0.913
Cl  -0.296  3.444  -0.974
H  3.040  -1.036  3.267
H  -4.278  0.782  -1.006
H  1.707  -2.526  -2.642
H  0.617  -2.076  0.680
N  0.956  -2.685  2.716
H  2.055  3.114  2.996
P  -2.572  0.907  0.705
H  3.517  0.558  -0.613
H  -3.335  2.410  2.519
O  -2.176  0.196  -3.789
H  -4.761  1.971  0.239
H  2.333  -2.375  1.128
H  2.535  0.074  -4.523
H  -0.557  -2.827  4.141
H  0.830  -0.438  -4.350
H  -1.105  -2.322  2.504
H  3.054  1.878  -1.700
P  1.830  -0.174  -2.163
C  1.578  -0.474  1.737
Cl  -0.874  2.468  -3.710
H  4.180  0.600  -2.285
H  -1.656  1.827  2.750
H  3.381  -1.974  -2.818
C  1.150  1.810  1.527
C  1.943  2.083  2.649
H  3.275  1.269  4.183
Tm  -0.600  1.069  -1.462
C  -2.799  1.772  -5.590
H  -3.368  0.937  -6.042
H  -0.230  -1.151  3.570
H  -2.807  -0.845  2.354
H  -2.129  2.200  -6.376
H  1.958  -4.487  2.229

Cartesian forces (eV/Å) of the 3 atoms listed first:
C 0.151 -0.165 0.251
H 0.076 -0.057 0.039
H 0.154 0.206 -0.122

The charge is +2. The total energy comes out at -94857.314 eV. The orbital gap (spin up / spin down) is 7.147 / 7.168 eV. For the LUMO energy (spin up / spin down), the calculation gives -5.994 / -5.984 eV. Its expectation value of S² is 2.002. The multiplicity is 3.